No. 1
DFT (ωB97M-V/def2-TZVPD) results for a 4-piece molecular cluster, C31H70NO16P3 overall in a non-equilibrium geometry.

Last column: Löwdin charge in e.
Geometry (Å):
P  6.0832  4.3580  3.6697  0.579
P  -0.3199  2.4143  5.9479  0.599
P  1.2156  0.5289  -1.1452  0.683
O  0.1974  -0.1869  -0.0401  -0.255
O  -1.7765  -7.5573  -3.3735  0.053
O  2.0886  -0.7819  -1.6764  -0.246
O  -5.8571  -3.5221  -6.0539  -0.026
O  -5.5686  -1.9900  -3.4949  -0.160
O  5.8639  3.2642  2.4880  -0.221
O  6.2746  4.7643  5.0909  -0.212
O  7.0703  5.3726  2.8424  -0.212
O  4.6077  5.0219  3.3813  -0.227
O  -6.2785  -4.3621  -8.1017  0.111
O  -0.0861  2.6620  7.4007  -0.211
O  2.2943  0.7568  0.0752  -0.257
O  -1.0000  1.7174  4.6448  -0.215
O  0.2300  0.5000  -2.2831  -0.202
O  -1.0443  3.8487  5.5734  -0.238
O  1.1694  2.5982  5.2865  -0.222
N  -3.2828  -5.9655  -3.9260  -0.066
C  -0.8685  5.7206  7.1061  -0.075
C  -1.2053  0.1015  -0.1167  -0.298
C  9.2248  4.2079  2.8035  -0.077
C  0.2891  1.6125  2.5478  -0.080
C  2.0960  0.3418  5.3724  -0.067
C  -4.4040  -6.6727  -3.2702  -0.163
C  2.7117  -0.7179  -2.9571  -0.287
C  -3.5218  -4.5064  -3.8515  -0.060
C  -1.9307  -1.0221  -0.8328  -0.070
C  -6.5538  -2.0107  -2.4796  -0.268
C  -5.0115  -1.1967  -5.7498  -0.117
C  -2.0285  -6.3668  -3.4217  -0.476
C  -5.9697  -4.5549  -6.9461  -0.445
C  6.7623  3.6757  0.2413  -0.073
C  5.5449  3.6632  1.1444  -0.254
C  -6.8517  -3.4802  -2.1458  -0.060
C  3.7255  6.7118  4.8854  -0.069
C  -4.9649  -2.5190  -6.5519  -0.161
C  -1.7389  4.5954  6.5774  -0.286
C  -5.7529  -5.9931  -6.4862  -0.076
C  -5.2987  -7.3240  -4.3513  -0.167
C  2.2280  1.7922  5.8097  -0.273
C  2.7748  -0.3277  0.8894  -0.257
C  -0.8148  2.2896  3.3354  -0.241
C  8.4452  5.4441  3.2221  -0.279
C  -0.9421  -5.3999  -2.9829  0.005
C  -5.9593  -1.1513  -4.5663  -0.234
C  3.9257  0.1985  -2.9619  -0.077
C  4.1365  -0.8283  0.4517  -0.065
C  -6.2641  -6.3341  -5.0639  -0.164
C  3.6906  5.2571  4.4570  -0.284
H  3.2127  6.8450  5.8396  0.076
H  4.7816  -0.0030  0.1484  0.074
H  -0.7895  6.5194  6.3663  0.072
H  0.1454  5.3834  7.3181  0.072
H  -2.6334  5.0114  6.1107  0.115
H  -7.1991  -6.8874  -5.1767  0.106
H  7.4221  2.8347  0.4560  0.080
H  -6.2284  -1.4869  -1.5750  0.117
H  -3.1038  -4.0541  -4.7546  0.089
H  3.1646  2.2085  5.4362  0.109
H  -3.9498  -2.9248  -6.4993  0.114
H  1.2685  1.9899  2.8400  0.073
H  4.6141  -1.3787  1.2647  0.083
H  -1.1588  -4.3479  -3.1504  0.052
H  -2.0705  3.9450  7.3846  0.102
H  -1.5838  0.1906  0.9037  0.107
H  4.0551  -1.5135  -0.3895  0.067
H  -5.9232  -3.9264  -1.7852  0.065
H  4.2794  0.3573  -3.9814  0.079
H  3.2294  7.3381  4.1417  0.074
H  0.2910  0.5339  2.7054  0.088
H  -1.2942  6.1421  8.0183  0.077
H  -7.0089  -1.2973  -4.8443  0.127
H  -6.4893  -5.4515  -4.4691  0.077
H  -0.6401  3.3609  3.3849  0.114
H  -5.1628  -2.2695  -7.5929  0.118
H  8.8612  6.3267  2.7357  0.119
H  3.9023  4.5935  5.2936  0.094
H  -4.0821  -7.4833  -2.6177  0.116
H  2.6911  5.0088  4.0960  0.114
H  1.0875  -0.0398  5.5498  0.074
H  -0.0487  -5.6274  -3.5655  0.088
H  -7.5030  -1.5777  -2.8120  0.113
H  -5.9092  -0.1197  -4.1774  0.127
H  6.4553  3.6348  -0.8056  0.079
H  2.2580  1.8612  6.8989  0.110
H  3.0136  -1.7342  -3.2136  0.120
H  7.3389  4.5908  0.3667  0.065
H  2.8608  0.0859  1.8961  0.104
H  -5.3688  -0.4212  -6.4325  0.115
H  3.6958  1.1692  -2.5135  0.070
H  -4.0146  -0.8872  -5.4350  0.118
H  8.5297  5.6002  4.2993  0.107
H  -4.6737  -7.8423  -5.0795  0.111
H  -7.0886  -3.9733  -3.0903  0.060
H  -4.5783  -4.2580  -3.8829  0.051
H  2.2962  0.2410  4.3053  0.054
H  -4.7147  -6.2989  -6.6278  0.124
H  -1.3788  1.0590  -0.6061  0.105
H  -7.6838  -3.5826  -1.4519  0.078
H  1.9907  -0.3964  -3.7114  0.103
H  -3.1257  -4.0323  -2.9517  0.086
H  9.3397  4.1717  1.7201  0.067
H  -6.3283  -6.5943  -7.1879  0.119
H  -5.0535  -6.0138  -2.6892  0.105
H  -0.7016  -5.5722  -1.9355  0.092
H  5.0362  4.6235  1.1190  0.115
H  4.7453  7.0825  4.9817  0.075
H  -1.4140  -1.3423  -1.7367  0.069
H  4.7420  -0.2377  -2.3866  0.066
H  -1.7652  2.1414  2.8197  0.120
H  -2.0018  -1.8983  -0.1851  0.077
H  2.0595  -1.1447  0.9340  0.118
H  2.8090  -0.2848  5.9097  0.082
H  0.1834  1.8168  1.4837  0.064
H  8.7129  3.2909  3.1059  0.072
H  -5.8759  -8.1131  -3.8566  0.105
H  -2.9440  -0.7191  -1.1044  0.076
H  10.2207  4.2173  3.2477  0.079
H  4.8409  2.9128  0.7796  0.113

Cartesian forces (eV/Å) of the 3 atoms listed first:
P -2.7 5.6 -2.7
P 1.5 6.4 -2.7
P -1.0 -9.0 2.3

The value obtained for the HOMO-LUMO gap is 7.58 eV. The SMILES is CCOCCCOC(=O)CCCCN(C)C(C)=O.CCOP(=O)(OCC)OCC.CCOP(=O)(OCC)OCC.CCOP(=O)(OCC)OCC. The value obtained for the molar mass is 805.81 g mol⁻¹. For the energy, the calculation gives -3505.8333 a.u. The calculation puts the highest occupied orbital energy at -0.342 hartree.

***

No. 2
DFT (ωB97M-V/def2-TZVPD) results for one molecule with the formula C4H7N3O in a non-equilibrium geometry.

Last column: natural (NBO) charge in e.
Geometry (Å):
O  -0.6949  -0.2761  -2.3043  -0.614
N  -1.9927  0.9773  -0.9175  -0.822
N  0.9968  -0.0191  0.2154  0.022
N  1.3746  1.0117  -0.5111  -0.432
C  -0.9512  0.1584  -1.2047  0.636
C  1.8353  -0.4375  1.3157  -0.443
C  -0.2529  -0.5050  0.1077  -0.123
C  -0.9893  -1.1364  1.0212  -0.305
H  2.4284  -1.3044  1.0249  0.235
H  1.1411  0.9234  -1.4982  0.372
H  2.5020  0.3821  1.5736  0.236
H  1.1806  -0.7314  2.1402  0.257
H  -1.8959  -1.6486  0.7039  0.166
H  -2.5530  1.3000  -1.6935  0.407
H  -2.1286  1.3056  0.0267  0.409

Cartesian forces (eV/Å) of the 3 atoms listed first:
O 0.1 0.4 -0.4
N 0.4 0.0 -0.1
N -0.1 2.9 -0.5

The value obtained for the HOMO-LUMO gap (spin up / spin down) is 6.03 / 6.04 eV. The energy relative to the best compared isomer or geometry (same formula, charge and spin) comes out at 580.5 kJ/mol. The value obtained for the molar mass is 113.12 g mol⁻¹. For the energy, the calculation gives -395.9273 a.u. The calculation puts the highest occupied orbital energy (spin up / spin down) at -0.281 / -0.282 hartree.

***

No. 3
DFT (ωB97M-V/def2-TZVPD) results for a 2-piece molecular cluster, C3H9N4 overall in a non-equilibrium geometry.

Last column: natural (NBO) charge in e.
Geometry (Å):
N  -1.4358  0.3171  -0.0246  -0.091
N  2.5040  0.5730  -0.0611  -0.648
N  -0.4460  -1.6403  -0.6191  -0.570
N  -0.4582  0.9718  -0.6716  -0.578
C  -1.3787  -1.1703  0.0111  0.276
C  -2.3713  1.0238  0.4891  -0.002
C  3.1082  -0.4709  0.2679  -0.003
H  2.0040  1.1920  0.6046  0.349
H  -0.7215  1.9277  -0.7669  0.398
H  -2.1495  2.1503  0.3163  0.213
H  -0.1157  -2.5736  -0.8045  0.434
H  -2.3646  -1.5554  0.5086  0.216
H  -3.1221  0.7358  1.1264  0.240
H  3.1313  -0.9082  1.2603  0.144
H  3.6075  -1.0299  -0.4295  0.163
H  0.2084  0.4571  -1.2069  0.460

Cartesian forces (eV/Å) of the 3 atoms listed first:
N -0.3 0.2 -0.1
N -0.7 1.4 -1.0
N 1.0 0.6 -0.3

The charge is +1. The value obtained for the HOMO-LUMO gap is 7.61 eV. The energy relative to the best compared isomer or geometry (same formula, charge and spin) comes out at 472.8 kJ/mol. The value obtained for the molar mass is 101.13 g mol⁻¹. For the energy, the calculation gives -338.3408 a.u. The calculation puts the highest occupied orbital energy at -0.471 hartree.

***

No. 4
DFT (ωB97M-V/def2-TZVPD) results for C30H24CeCl2O2P as an isolated structure in a non-equilibrium geometry.

Last column: natural (NBO) charge in e.
Geometry (Å):
Ce  0.3503  -0.2442  2.1123  1.564
Cl  2.4505  0.2524  0.7250  -0.516
Cl  -0.7622  2.6217  9.9631  0.027
P  0.1394  -0.1807  -2.1914  0.832
O  0.7984  1.7271  3.4595  -0.698
O  -1.0337  0.5263  3.8507  -0.748
C  -0.4283  2.0913  5.5344  -0.179
C  -0.9351  -2.3731  2.5990  -0.333
C  0.5460  2.8264  7.6046  -0.242
C  0.6258  -2.4511  0.8847  -0.317
C  -0.2032  1.4548  4.2178  0.778
C  0.3660  -2.4950  3.1938  -0.365
C  0.4958  3.8695  -2.3824  -0.202
C  3.1776  -3.0530  -4.0673  -0.227
C  1.3404  -1.2386  -3.0214  -0.350
C  1.0390  4.0688  -3.6598  -0.203
C  0.4591  1.4855  -2.8030  -0.265
C  -4.0738  -1.5433  -3.3516  -0.221
C  3.5355  -2.2634  -2.9654  -0.200
C  -0.6474  2.4848  8.2587  -0.020
C  -1.8099  -2.0761  -2.6832  -0.248
C  0.9995  1.6878  -4.0827  -0.219
C  -1.7758  2.0677  7.5292  -0.242
C  -1.6610  1.8839  6.1503  -0.140
C  0.2127  2.5804  -1.9412  -0.215
C  -0.7754  -2.3388  1.1760  -0.368
C  0.6413  2.6616  6.2162  -0.145
C  2.6200  -1.3615  -2.4349  -0.209
C  1.0152  -1.9640  -4.1775  -0.238
C  1.3350  -2.5355  2.1327  -0.343
C  -1.4563  -0.7152  -2.8415  -0.256
C  1.2887  2.9844  -4.5073  -0.210
C  -3.7131  -0.2032  -3.5397  -0.206
C  -2.4072  0.2188  -3.2879  -0.238
C  -3.1158  -2.4842  -2.9484  -0.208
C  1.9327  -2.8875  -4.6842  -0.161
H  -1.8793  -2.3138  3.1367  0.251
H  -3.3927  -3.5325  -2.8013  0.218
H  0.0452  -1.8356  -4.6609  0.224
H  3.8670  -3.8135  -4.4355  0.214
H  -1.0737  -2.8022  -2.3305  0.224
H  1.5400  2.9524  5.6739  0.245
H  -5.1094  -1.8530  -3.4931  0.216
H  1.6498  -3.4938  -5.5479  0.207
H  1.2777  5.0810  -3.9939  0.217
H  -2.1280  1.2672  -3.4083  0.224
H  2.8699  -0.7758  -1.5471  0.254
H  1.0706  -2.4771  -0.1087  0.262
H  0.5946  -2.5148  4.2608  0.250
H  0.3039  4.7170  -1.7241  0.217
H  1.7205  3.1384  -5.4973  0.217
H  -1.5697  -2.2735  0.4308  0.253
H  1.1988  0.8343  -4.7311  0.225
H  1.3821  3.2019  8.1906  0.232
H  2.4134  -2.5838  2.2579  0.259
H  -2.7209  1.8700  8.0300  0.232
H  -0.1793  2.4091  -0.9356  0.214
H  4.5177  -2.3720  -2.4979  0.218
H  -4.4624  0.5323  -3.8485  0.216
H  -2.5066  1.5530  5.5439  0.242

Cartesian forces (eV/Å) of the 3 atoms listed first:
Ce 0.0 4.1 -0.9
Cl 1.0 0.4 -0.3
Cl 0.0 0.0 0.4

The spin multiplicity is 2. The value obtained for the HOMO-LUMO gap (spin up / spin down) is 7.77 / 7.79 eV. The value obtained for the molar mass is 658.52 g mol⁻¹. For the energy, the calculation gives -3045.0494 a.u. Its expectation value of S² is 0.751. The calculation puts the highest occupied orbital energy (spin up / spin down) at -0.289 / -0.289 hartree.